Entry from OMol25: 2 unconnected molecules or ions with the total composition C3H8NO3 in a non-equilibrium geometry (ωB97M-V/def2-TZVPD).

Each atom is followed by the atoms it is bonded to, with distances in Å.
Geometry (Å):
1 C 0.06570 0.67582 2.03002  N2 1.446, H7 1.108, H8 1.090, H9 1.088
2 N 0.81179 -0.30867 1.27854  C1 1.446, C3 1.448, H10 1.013
3 C 0.12846 -0.92910 0.16293  N2 1.448, C4 1.557, H11 1.087, H12 1.101
4 C 0.87628 -0.73745 -1.18968  C3 1.557, O5 1.245, O6 1.249
5 O 0.50614 -1.47411 -2.12277  C4 1.245
6 O 1.73655 0.16777 -1.20101  C4 1.249
7 H -0.64658 1.27271 1.42678  C1 1.108
8 H 0.75381 1.41759 2.43631  C1 1.090
9 H -0.53198 0.19827 2.80388  C1 1.088
10 H 1.61534 0.13890 0.85322  N2 1.013
11 H -0.90496 -0.64918 -0.02497  C3 1.087
12 H 0.02362 -2.01543 0.30489  C3 1.101
13 H -1.07754 1.42110 -2.24412  O15 0.966
14 H -1.49537 -0.03610 -2.30177  O15 0.970
15 O -1.86126 0.85788 -2.21223  H13 0.966, H14 0.970

Values from the calculation:
Net charge: -1
DFT total energy in hartree: -399.64796
HOMO energy in eV: -4.312
Orbital gap in Eh: 0.307